1.
Density functional theory data (ωB97M-V/def2-TZVPD) for C2H3N in the gas phase in a non-equilibrium geometry.

Output
E_tot: -132.6625 Ha
energy relative to the best compared isomer or geometry (same formula, charge and spin): 56.0 kcal per mole
SMILES string: C=C=N
LUMO level: 1.01 eV

Each line ends with the Löwdin charge.
Geometry (Å):
C  -0.262  -0.047  0.176  -0.287
C  0.860  -0.407  -0.044  -0.012
N  -1.182  0.737  -0.056  0.158
H  1.690  0.067  0.250  0.041
H  -2.063  0.861  0.363  0.037
H  0.957  -1.212  -0.689  0.062



2.
Density functional theory data (ωB97M-V/def2-TZVPD) for 2 unconnected molecules or ions with the total composition C2H3N2O3 in a non-equilibrium geometry.

Output
E_tot: -413.0513 Ha
energy relative to the best compared isomer or geometry (same formula, charge and spin): 169.3 kcal per mole
charge: -1
LUMO level (spin up / spin down): 3.96 / 3.96 eV

Each line ends with the Löwdin charge.
Geometry (Å):
C  -0.725  0.025  -0.188  -0.131
C  0.109  0.915  0.585  -0.164
N  -0.491  -1.218  -0.574  -0.297
N  -0.426  1.808  1.367  -0.536
O  -1.153  -2.047  -1.186  -0.157
O  -1.590  1.787  1.689  -0.046
O  0.335  2.755  1.755  -0.119
H  -1.820  0.363  -0.242  0.141
H  1.105  1.083  0.386  0.068
H  0.910  -1.356  -0.159  0.242



3.
Density functional theory data (ωB97M-V/def2-TZVPD) for 2 unconnected molecules or ions with the total composition C2H3N2O3P in a non-equilibrium geometry.

Output
E_tot: -754.4913 Ha
energy relative to the best compared isomer or geometry (same formula, charge and spin): 77.8 kcal per mole
LUMO level: 0.18 eV

Each line ends with the Löwdin charge.
Geometry (Å):
C  0.674  -1.147  0.395  -0.379
C  1.617  0.828  0.399  0.053
N  2.823  0.559  0.417  -0.351
N  -0.578  -1.008  0.055  0.166
O  1.446  -1.987  0.676  0.111
O  3.941  1.315  0.365  -0.256
O  4.469  -0.828  -1.136  -0.461
P  4.334  -0.505  0.270  0.802
H  1.138  1.790  0.330  0.072
H  -0.961  -0.104  -0.161  0.111
H  -1.170  -1.824  -0.049  0.131



4.
Density functional theory data (ωB97M-V/def2-TZVPD) for 2 unconnected molecules or ions with the total composition C2H3N2O4 in a non-equilibrium geometry.

Output
E_tot: -488.3220 Ha
energy relative to the best compared isomer or geometry (same formula, charge and spin): 97.3 kcal per mole
charge: -1
LUMO level: 3.92 eV

Each line ends with the Löwdin charge.
Geometry (Å):
C  -0.965  -0.594  -0.023  -0.178
C  1.932  0.392  0.445  0.140
N  3.018  0.058  0.243  -0.264
N  -1.336  0.628  -0.245  -0.432
O  4.122  -0.289  0.066  -0.027
O  -0.493  1.626  0.040  -0.215
O  -1.924  -1.561  -0.389  -0.041
O  -2.577  0.932  -0.460  -0.140
H  0.035  -0.930  0.091  0.078
H  0.971  0.886  0.545  0.025
H  -2.783  -1.149  -0.314  0.054



5.
Density functional theory data (ωB97M-V/def2-TZVPD) for C2H3N2OP in the gas phase in a non-equilibrium geometry.

Output
E_tot: -604.0487 Ha
energy relative to the best compared isomer or geometry (same formula, charge and spin): 33.3 kcal per mole
SMILES string: O=c1cn[nH][pH]1
LUMO level: 0.02 eV

Each line ends with the Löwdin charge.
Geometry (Å):
C  -0.525  1.029  -0.009  -0.147
C  0.585  0.445  0.909  -0.631
N  -0.765  0.375  -1.060  -0.064
N  -0.156  -0.765  -1.135  -0.320
O  0.883  0.831  2.012  -0.007
P  1.106  -1.037  0.019  0.955
H  -1.019  1.999  0.147  0.112
H  -0.389  -1.157  -2.011  0.083
H  0.280  -1.720  1.128  0.018



6.
Density functional theory data (ωB97M-V/def2-TZVPD) for a gas-phase ion, C2H3N2S2 (charge +1) in a non-equilibrium geometry.

Output
E_tot: -983.5276 Ha
energy relative to the best compared isomer or geometry (same formula, charge and spin): 60.0 kcal per mole
charge: +1
LUMO level: -5.66 eV

Each line ends with the Löwdin charge.
Geometry (Å):
C  -0.626  -0.306  0.528  -0.137
C  0.387  1.366  -0.696  -1.121
N  0.456  0.070  -0.340  -0.005
N  -0.527  -1.551  0.757  0.140
S  0.856  2.795  -1.329  0.853
S  -0.897  2.251  -0.136  0.835
H  1.168  -0.576  -0.692  0.169
H  0.212  -2.225  0.383  0.179
H  -1.030  -1.825  1.524  0.087



7.
Density functional theory data (ωB97M-V/def2-TZVPD) for 2 unconnected molecules or ions with the total composition C2H3N3 in a non-equilibrium geometry.

Output
E_tot: -242.0865 Ha
energy relative to the best compared isomer or geometry (same formula, charge and spin): 116.9 kcal per mole
LUMO level: 0.25 eV

Each line ends with the Löwdin charge.
Geometry (Å):
C  0.201  -0.537  -0.413  -0.286
C  0.037  0.428  0.668  -0.411
N  -0.549  1.723  0.574  0.124
N  -1.183  0.902  1.224  0.120
N  -0.433  -0.358  -1.482  0.112
H  0.895  -1.350  -0.182  0.094
H  1.326  0.250  1.817  0.193
H  -0.294  -1.058  -2.205  0.055



8.
Density functional theory data (ωB97M-V/def2-TZVPD) for C2H3N3 in the gas phase in a non-equilibrium geometry.

Output
E_tot: -242.1091 Ha
energy relative to the best compared isomer or geometry (same formula, charge and spin): 102.6 kcal per mole
LUMO level: 0.49 eV

Each line ends with the Löwdin charge.
Geometry (Å):
C  0.120  0.320  -0.824  -0.312
C  0.220  -0.988  -1.037  0.016
N  -0.003  1.349  -0.227  0.070
N  -0.301  0.872  1.367  -0.096
N  -0.277  -0.261  1.618  0.127
H  -0.381  -1.637  -1.651  0.054
H  1.199  -1.303  -1.162  0.025
H  -0.577  1.649  1.914  0.115



9.
Density functional theory data (ωB97M-V/def2-TZVPD) for 2 unconnected molecules or ions with the total composition C2H3N3 in a non-equilibrium geometry.

Output
E_tot: -242.1418 Ha
energy relative to the best compared isomer or geometry (same formula, charge and spin): 82.1 kcal per mole
LUMO level: 0.92 eV

Each line ends with the Löwdin charge.
Geometry (Å):
N  1.672  0.774  -0.203  0.089
N  0.512  1.051  0.104  -0.245
C  -0.651  1.315  0.209  0.040
C  -0.784  -1.594  -0.420  -0.093
N  0.325  -1.912  -0.387  0.059
H  1.878  -0.171  0.136  0.045
H  -1.136  1.843  1.016  0.051
H  -1.815  -1.306  -0.455  0.054



10.
Density functional theory data (ωB97M-V/def2-TZVPD) for 2 unconnected molecules or ions with the total composition C2H3N3 in a non-equilibrium geometry.

Output
E_tot: -242.0309 Ha
energy relative to the best compared isomer or geometry (same formula, charge and spin): 27.2 kcal per mole
multiplicity: 3
LUMO level (spin up / spin down): 0.80 / -1.85 eV
⟨S²⟩: 2.01

Each line ends with the Mulliken spin population.
Geometry (Å):
C  -0.276  0.095  0.139  0.395
C  -1.118  -0.893  0.749  0.136
N  -0.748  0.337  1.324  0.156
N  -1.706  -1.919  0.493  0.293
N  1.923  1.948  -0.998  1.024
H  -1.905  -2.647  1.113  0.027
H  2.725  1.385  -1.262  -0.013
H  1.105  1.693  -1.559  -0.019



11.
Density functional theory data (ωB97M-V/def2-TZVPD) for a molecular structure, C2H3N3O in a non-equilibrium geometry.

Output
E_tot: -317.3713 Ha
energy relative to the best compared isomer or geometry (same formula, charge and spin): 101.1 kcal per mole
LUMO level: -1.10 eV

Each line ends with the Löwdin charge.
Geometry (Å):
C  -1.589  0.194  0.170  -0.223
C  -0.068  0.214  -1.352  -0.222
N  -2.177  0.407  -0.914  0.036
N  -1.200  0.327  -1.903  0.038
N  -0.264  0.053  -0.060  0.030
O  0.735  -0.115  1.351  0.040
H  -2.173  0.145  1.095  0.136
H  0.926  0.208  -1.686  0.119
H  1.093  -0.939  1.057  0.046



12.
Density functional theory data (ωB97M-V/def2-TZVPD) for C2H3N3O in the gas phase in a non-equilibrium geometry.

Output
E_tot: -317.4621 Ha
energy relative to the best compared isomer or geometry (same formula, charge and spin): 44.0 kcal per mole
LUMO level: 0.57 eV

Each line ends with the Löwdin charge.
Geometry (Å):
N  -1.539  -0.057  -0.045  0.155
C  -0.323  -0.651  0.063  -0.560
C  0.788  0.268  -0.336  -0.085
N  1.753  0.711  0.400  -0.112
N  2.553  1.179  1.062  0.207
O  -0.166  -1.851  0.159  0.061
H  -2.334  -0.667  0.040  0.109
H  -1.643  0.939  0.072  0.104
H  0.919  0.061  -1.386  0.121



13.
Density functional theory data (ωB97M-V/def2-TZVPD) for C2H3N3O in the gas phase in a non-equilibrium geometry.

Output
E_tot: -317.2599 Ha
energy relative to the best compared isomer or geometry (same formula, charge and spin): 170.9 kcal per mole
LUMO level (spin up / spin down): -0.02 / 0.11 eV

Each line ends with the Löwdin charge.
Geometry (Å):
C  -1.428  -0.617  -0.337  -0.169
C  0.934  -0.253  -0.252  -0.203
N  -0.171  -0.685  -0.096  0.092
N  -2.076  1.770  -0.041  0.084
N  1.982  0.190  0.344  0.108
O  -2.264  0.515  -0.253  -0.205
H  -1.996  -1.452  -0.366  0.078
H  2.263  0.070  1.287  0.095
H  2.757  0.461  -0.287  0.120



14.
Density functional theory data (ωB97M-V/def2-TZVPD) for C2H3N3O in the gas phase in a non-equilibrium geometry.

Output
E_tot: -317.4887 Ha
energy relative to the best compared isomer or geometry (same formula, charge and spin): 27.4 kcal per mole
SMILES string: Oc1cn[nH]n1
LUMO level: 0.89 eV

Each line ends with the Löwdin charge.
Geometry (Å):
C  0.175  -0.295  -0.570  -0.452
C  -0.565  -0.812  0.559  -0.077
H  1.160  -0.500  -2.189  0.150
H  -0.887  -1.843  0.782  0.116
H  0.031  2.120  1.241  0.164
N  -0.688  0.179  1.407  0.040
N  -0.145  1.208  0.798  -0.107
N  0.417  0.965  -0.395  0.107
O  0.503  -1.022  -1.633  0.058



15.
Density functional theory data (ωB97M-V/def2-TZVPD) for 2 unconnected molecules or ions with the total composition C2H3N3O in a non-equilibrium geometry.

Output
E_tot: -317.3852 Ha
energy relative to the best compared isomer or geometry (same formula, charge and spin): 92.3 kcal per mole
SMILES string: NC#[N+][O-].C#N
LUMO level: 0.68 eV

Each line ends with the Löwdin charge.
Geometry (Å):
N  -1.169  0.304  -1.321  0.117
C  -1.000  0.223  -0.031  -0.171
N  -0.917  -0.030  1.098  -0.122
O  -0.560  -0.245  2.245  -0.077
C  1.789  -0.452  0.556  -0.070
N  1.871  -0.365  -0.575  0.074
H  -0.384  -0.092  -1.826  0.089
H  -1.363  1.189  -1.755  0.104
H  1.732  -0.531  1.611  0.057



16.
Density functional theory data (ωB97M-V/def2-TZVPD) for C2H3N3O in the gas phase.

Output
E_tot: -317.5146 Ha
energy relative to the best compared isomer or geometry (same formula, charge and spin): 11.1 kcal per mole
SMILES string: Oc1nc[nH]n1
LUMO level: 0.94 eV

Each line ends with the Löwdin charge.
Geometry (Å):
O  2.140  -0.392  -0.278  0.096
C  0.849  -0.076  -0.131  -0.513
N  0.274  1.070  0.203  0.104
N  -1.040  0.671  0.260  -0.005
C  -1.135  -0.629  -0.044  -0.187
N  0.036  -1.133  -0.311  0.133
H  2.712  0.362  -0.148  0.107
H  -1.795  1.294  0.505  0.147
H  -2.032  -1.218  -0.067  0.118



17.
Density functional theory data (ωB97M-V/def2-TZVPD) for C2H3N3O in the gas phase in a non-equilibrium geometry.

Output
E_tot: -317.3867 Ha
energy relative to the best compared isomer or geometry (same formula, charge and spin): 91.4 kcal per mole
SMILES string: Nc1cnno1
LUMO level: 0.60 eV

Each line ends with the Löwdin charge.
Geometry (Å):
C  -0.091  -0.046  0.130  -0.360
C  0.266  -0.527  -0.975  -0.092
H  -0.272  0.158  2.110  0.172
H  -0.877  -1.315  1.619  0.029
H  -0.055  -1.418  -1.422  0.102
N  -0.837  -0.421  1.310  0.131
N  0.698  0.578  -1.778  0.028
N  0.881  1.699  -1.053  0.059
O  0.286  1.292  0.059  -0.067



18.
Density functional theory data (ωB97M-V/def2-TZVPD) for a molecular structure, C2H3N3O in a non-equilibrium geometry.

Output
E_tot: -317.2738 Ha
energy relative to the best compared isomer or geometry (same formula, charge and spin): 162.2 kcal per mole
LUMO level (spin up / spin down): 0.49 / 0.50 eV

Each line ends with the Löwdin charge.
Geometry (Å):
N  1.698  -0.355  0.162  0.082
C  0.351  -0.631  0.079  -0.300
C  -0.747  1.075  0.317  0.030
O  -1.851  0.494  0.093  -0.203
N  -2.040  -0.763  -0.164  0.032
N  -0.543  -1.464  -0.141  0.076
H  2.399  -1.034  0.451  0.105
H  1.801  0.541  0.611  0.080
H  -1.020  2.165  0.469  0.099



19.
Density functional theory data (ωB97M-V/def2-TZVPD) for C2H3N3O in the gas phase in a non-equilibrium geometry.

Output
E_tot: -317.1760 Ha
energy relative to the best compared isomer or geometry (same formula, charge and spin): 106.0 kcal per mole
multiplicity: 3
LUMO level (spin up / spin down): 0.24 / -3.69 eV
⟨S²⟩: 2.02

Each line ends with the Mulliken spin population.
Geometry (Å):
C  2.118  -0.133  0.075  -0.041
C  -1.198  -0.185  0.066  0.001
N  2.844  -0.946  0.334  0.378
N  1.210  0.747  -0.418  1.007
N  -1.674  -1.337  -0.247  0.142
O  -0.124  0.641  0.152  0.495
H  -1.966  0.734  0.415  0.056
H  1.470  1.792  -0.198  -0.032
H  -2.680  -1.313  -0.178  -0.006



20.
Density functional theory data (ωB97M-V/def2-TZVPD) for C2H3N3O2 in the gas phase in a non-equilibrium geometry.

Output
E_tot: -392.7061 Ha
energy relative to the best compared isomer or geometry (same formula, charge and spin): 54.9 kcal per mole
SMILES string: Oc1nn[nH]c1O
LUMO level: 0.53 eV

Each line ends with the Löwdin charge.
Geometry (Å):
C  -0.492  -0.557  -0.058  -0.331
C  -0.030  0.778  -0.032  -0.285
H  -1.975  -1.902  0.191  0.100
H  2.029  1.335  0.281  0.192
H  -1.627  1.646  0.226  0.130
N  0.587  -1.354  -0.120  0.037
N  1.658  -0.672  0.027  -0.039
N  1.305  0.600  0.080  0.040
O  -1.780  -0.983  0.071  0.067
O  -0.739  1.930  -0.079  0.089